<a>
Entry from the Open Molecules 2025 dataset: C5H14N2O as an isolated structure (the ωB97M-V functional and the def2-TZVPD basis).

The calculation puts the HOMO-LUMO gap at 8.4 eV. Its spin multiplicity is 1. Its LUMO energy is 0.81 eV.

Geometry (Å):
1 C -0.606 -1.891 -0.277
2 C 0.663 -0.346 1.207
3 N -1.546 -2.319 0.652
4 N 0.474 -2.798 -0.411
5 O -0.940 -1.119 -1.188
6 H -0.718 0.782 -1.282
7 H -2.462 -1.916 0.564
8 H -1.263 -2.995 1.341
9 H 0.192 -3.769 -0.465
10 H 1.101 -2.534 -1.157
11 H 1.414 -0.468 0.446
12 H -0.332 0.074 1.220
13 H 0.852 -0.966 2.076
14 C 0.989 2.485 0.532
15 C 0.633 2.348 -0.793
16 C -0.692 1.903 -1.232
17 H 1.429 2.233 -1.521
18 H 1.005 1.036 1.117
19 H 1.973 2.885 0.756
20 H 0.244 2.916 1.194
21 H -1.480 2.202 -0.541
22 H -0.929 2.258 -2.236

These are the Löwdin partial charges, in e, on atoms 1 to 2:
1 C -0.678
2 C -0.073

***

<b>
Entry from the Open Molecules 2025 dataset: a 3-piece molecular cluster, C5H14N2O overall (the ωB97M-V functional and the def2-TZVPD basis).

The calculation puts the HOMO-LUMO gap at 6.6 eV. Its spin multiplicity is 1. Its LUMO energy is 0.89 eV.

Geometry (Å):
1 C -0.285 0.012 -0.602
2 C -0.222 0.602 1.563
3 C 0.744 -2.058 -1.925
4 C 0.518 -1.005 -0.090
5 C 0.560 1.890 1.588
6 N 0.115 0.971 -1.487
7 N -1.644 0.716 1.743
8 O -0.304 -3.002 -1.907
9 H -1.137 -2.513 -1.914
10 H -1.349 -0.205 -0.670
11 H 0.187 -0.128 2.264
12 H 1.101 1.163 -1.577
13 H -0.568 1.589 -1.892
14 H -1.999 0.332 2.614
15 H -2.002 1.654 1.612
16 H 0.744 -1.460 -2.846
17 H 1.692 -2.583 -1.818
18 H 1.554 -0.857 0.183
19 H 0.001 -1.826 0.384
20 H 0.199 2.587 0.826
21 H 1.619 1.707 1.397
22 H 0.475 2.413 2.554

These are the Löwdin partial charges, in e, on atoms 1 to 2:
1 C -0.336
2 C -0.324

***

<c>
Entry from the Open Molecules 2025 dataset: a 2-piece molecular cluster, C5H14N2O overall (the ωB97M-V functional and the def2-TZVPD basis).

The calculation puts the HOMO-LUMO gap at 3.7 eV. Its spin multiplicity is 1. Its LUMO energy is -4.04 eV.

Geometry (Å):
1 C -0.202 0.633 0.504
2 N 0.870 -0.327 0.397
3 C 2.273 0.217 0.575
4 C -1.478 -0.031 0.738
5 C -1.289 -0.708 2.137
6 N -2.428 1.011 0.724
7 C 0.574 -0.293 -2.967
8 O 1.123 -1.107 -2.070
9 H -0.022 1.453 1.266
10 H -0.401 1.146 -0.440
11 H 0.969 -0.641 -0.634
12 H 2.679 -0.066 1.568
13 H 2.909 -0.310 -0.214
14 H 2.223 1.252 0.421
15 H -1.570 -0.523 -0.266
16 H -2.269 -1.042 2.455
17 H -0.975 0.159 2.767
18 H -0.665 -1.592 2.188
19 H -3.393 0.834 0.878
20 H -0.535 0.014 -2.864
21 H 0.502 -0.809 -4.007
22 H 1.104 0.730 -3.159

These are the Löwdin partial charges, in e, on atoms 1 to 2:
1 C -0.307
2 N -0.024

***

<d>
Entry from the Open Molecules 2025 dataset: C5H14N2O as an isolated structure (the ωB97M-V functional and the def2-TZVPD basis).

The calculation puts the HOMO-LUMO gap at 8.6 eV. Its spin multiplicity is 1. Its LUMO energy is 0.90 eV.

Geometry (Å):
1 C 1.200 0.847 -1.079
2 C 1.604 -0.996 -0.539
3 N 1.559 -1.099 0.832
4 O 1.460 1.622 0.046
5 H 0.682 1.624 0.633
6 H 0.582 -0.691 1.192
7 H 2.303 -0.548 1.252
8 H 0.434 1.245 -1.745
9 H 2.087 0.905 -1.711
10 H 2.596 -1.067 -0.975
11 H 0.876 -1.629 -1.036
12 C -1.706 -0.976 -1.117
13 N -0.842 1.196 1.893
14 C -1.039 0.029 1.091
15 C -1.246 0.161 -0.259
16 H -1.538 1.918 1.752
17 H -0.756 0.990 2.880
18 H -1.375 -0.875 1.595
19 H -1.384 1.152 -0.674
20 H -2.791 -0.942 -1.247
21 H -1.260 -0.928 -2.110
22 H -1.448 -1.938 -0.675

These are the Löwdin partial charges, in e, on atoms 1 to 2:
1 C -0.218
2 C -0.193

***

Most favorable structure: <d>. The second most favorable one is 0.151 eV above it.

***

<a>
Entry from the Open Molecules 2025 dataset: a 14-piece molecular cluster, H28O14 overall (the ωB97M-V functional and the def2-TZVPD basis).

The total charge is +1. The calculation puts the HOMO-LUMO gap (spin up / spin down) at 10.5 / 2.8 eV. Its spin multiplicity is 2. Its expectation value of S² is 0.76. Its LUMO energy (spin up / spin down) is -3.09 / -10.75 eV.

Geometry (Å):
1 O -0.180 -0.333 0.054
2 H -0.739 0.367 -0.284
3 H 0.666 0.088 0.208
4 O -2.092 -1.134 -2.806
5 H -1.705 -1.914 -2.408
6 H -2.736 -0.833 -2.165
7 O -4.139 0.132 -0.753
8 H -3.459 0.794 -0.876
9 H -4.861 0.603 -0.337
10 O -0.986 -2.975 -0.885
11 H -0.813 -3.334 -0.014
12 H -0.301 -2.319 -1.014
13 O 0.548 1.598 -2.599
14 H 0.492 2.413 -3.099
15 H 1.384 1.658 -2.136
16 O -1.789 2.064 -1.084
17 H -1.898 2.989 -1.303
18 H -1.065 1.770 -1.637
19 O 3.451 0.331 0.976
20 H 3.185 -0.480 1.408
21 H 3.646 0.933 1.694
22 O 1.152 0.094 3.453
23 H 2.077 0.017 3.685
24 H 0.966 -0.694 2.942
25 O 3.217 1.237 -1.372
26 H 3.236 0.778 -0.532
27 H 3.454 2.140 -1.158
28 O 2.072 -2.337 1.162
29 H 1.254 -2.172 0.693
30 H 2.288 -3.246 0.956
31 O 0.964 2.521 1.836
32 H 1.837 2.888 1.974
33 H 0.915 1.782 2.443
34 O -2.620 -2.374 1.438
35 H -2.368 -1.659 0.854
36 H -3.555 -2.239 1.593
37 O 1.366 -1.656 -2.251
38 H 1.248 -1.996 -3.138
39 H 0.936 -0.800 -2.263
40 O -1.848 1.813 2.598
41 H -1.836 2.430 1.867
42 H -1.365 1.052 2.278

These are the Löwdin partial charges, in e, on atoms 1 to 2:
1 O -0.016
2 H 0.015

***

<b>
Entry from the Open Molecules 2025 dataset: a 14-piece molecular cluster, H28O14 overall (the ωB97M-V functional and the def2-TZVPD basis).

The total charge is +1. The calculation puts the HOMO-LUMO gap (spin up / spin down) at 9.8 / 2.3 eV. Its spin multiplicity is 2. Its expectation value of S² is 0.76. Its LUMO energy (spin up / spin down) is -3.60 / -11.10 eV.

Geometry (Å):
1 O 2.871 3.421 0.653
2 H 2.227 2.998 1.142
3 H 2.803 3.386 -0.230
4 O -1.173 -0.639 4.548
5 H -1.314 -0.152 3.530
6 H -0.274 -0.915 4.451
7 O 2.732 0.386 -0.258
8 H 3.232 0.635 0.460
9 H 2.567 -0.480 -0.062
10 O 3.038 0.817 -3.068
11 H 2.783 0.339 -2.355
12 H 2.943 0.266 -3.792
13 O -3.771 3.507 -1.299
14 H -3.137 4.202 -1.258
15 H -3.466 2.725 -1.401
16 O -1.390 2.805 -1.897
17 H -1.242 1.950 -2.355
18 H -1.356 3.454 -2.564
19 O 0.256 3.336 0.387
20 H -0.399 3.405 -0.251
21 H -0.186 3.138 1.176
22 O 2.866 -3.914 -0.560
23 H 3.342 -3.258 -1.174
24 H 3.548 -4.373 -0.163
25 O -3.225 0.321 -3.245
26 H -2.890 -0.109 -4.113
27 H -4.083 0.146 -3.213
28 O 0.699 -1.887 2.553
29 H 0.045 -2.564 2.883
30 H 0.417 -1.492 1.721
31 O 2.744 -2.558 1.813
32 H 2.567 -1.903 2.473
33 H 2.036 -3.153 1.894
34 O -3.978 -1.167 2.547
35 H -3.165 -1.683 2.923
36 H -3.621 -0.275 2.587
37 O 0.476 -3.484 -2.106
38 H 0.936 -4.146 -2.487
39 H 0.266 -2.638 -2.396
40 O -2.095 -0.778 0.212
41 H -2.271 -0.141 0.883
42 H -2.711 -0.692 -0.543

These are the Löwdin partial charges, in e, on atoms 1 to 2:
1 O 0.228
2 H 0.021

***

Most favorable structure: <a>. The second most favorable one is 5.903 eV above it.

***

<a>
Entry from the Open Molecules 2025 dataset: one molecule with the formula C2H3NS3 (the ωB97M-V functional and the def2-TZVPD basis).

Its SMILES is S=CNSC=S. The calculation puts the HOMO-LUMO gap at 8.3 eV. Its spin multiplicity is 1. Its LUMO energy is -0.24 eV.

Geometry (Å):
1 S 1.819 1.238 0.741
2 C 1.036 -0.181 1.127
3 N 0.199 -0.904 0.354
4 S 0.016 -0.432 -1.163
5 C -1.077 0.724 -1.313
6 S -1.693 1.649 -0.208
7 H 1.173 -0.920 2.045
8 H -0.003 -1.963 0.686
9 H -1.470 0.790 -2.269

These are the Löwdin partial charges, in e, on atoms 1 to 2:
1 S 0.596
2 C -0.803

***

<b>
Entry from the Open Molecules 2025 dataset: one molecule with the formula C2H3NS3 (the ωB97M-V functional and the def2-TZVPD basis).

Its SMILES is S=CC(=S)NS. The calculation puts the HOMO-LUMO gap at 7.7 eV. Its spin multiplicity is 1. Its LUMO energy is -1.28 eV.

Geometry (Å):
1 S -0.586 2.211 -0.176
2 C 0.291 1.053 0.491
3 C 0.698 -0.304 -0.015
4 S 2.343 -0.604 -0.030
5 N -0.234 -1.271 -0.288
6 S -1.944 -1.259 0.148
7 H 0.896 1.299 1.360
8 H 0.154 -2.164 -0.570
9 H -2.345 -0.316 -0.711

These are the Löwdin partial charges, in e, on atoms 1 to 2:
1 S 0.716
2 C -0.747

***

<c>
Entry from the Open Molecules 2025 dataset: a 2-piece molecular cluster, C2H3NS3 overall (the ωB97M-V functional and the def2-TZVPD basis).

The calculation puts the HOMO-LUMO gap at 8.7 eV. Its spin multiplicity is 1. Its LUMO energy is 0.00 eV.

Geometry (Å):
1 C -2.337 -0.093 0.328
2 C 1.178 -0.822 0.405
3 N 0.864 1.229 -1.108
4 S -2.216 0.474 -1.096
5 S -2.474 -0.663 1.792
6 S 1.868 0.542 -0.153
7 H 1.744 -1.367 1.082
8 H 0.285 -1.469 0.218
9 H 1.088 2.169 -1.468

These are the Löwdin partial charges, in e, on atoms 1 to 2:
1 C -1.425
2 C -0.378

***

Most favorable structure: <b>. The second most favorable one is 0.896 eV above it.

***

<a>
Entry from the Open Molecules 2025 dataset: a 2-piece molecular cluster, C5H14N4 overall (the ωB97M-V functional and the def2-TZVPD basis).

The total charge is +2. The calculation puts the HOMO-LUMO gap at 11.3 eV. Its spin multiplicity is 1. Its LUMO energy is -6.24 eV.

Geometry (Å):
1 C 4.605 -1.693 -0.317
2 C -0.552 0.280 -0.268
3 C -1.547 -0.122 0.815
4 C -2.617 -1.041 0.258
5 C 1.776 0.801 -0.140
6 N 4.139 -0.669 -0.124
7 N 0.639 0.924 0.258
8 N -3.575 -0.256 -0.490
9 N 2.767 1.793 0.262
10 H 5.001 -2.690 -0.312
11 H -0.451 -0.562 -0.978
12 H -0.940 1.166 -0.761
13 H -2.101 0.719 1.285
14 H -1.079 -0.739 1.641
15 H -2.209 -1.942 -0.314
16 H -3.141 -1.600 1.061
17 H 2.246 0.062 -0.855
18 H -4.413 -0.987 -0.728
19 H -3.478 0.123 -1.404
20 H -3.905 0.428 0.234
21 H 2.760 2.449 -0.514
22 H 3.666 1.241 0.217
23 H 2.410 2.316 1.176

These are the Löwdin partial charges, in e, on atoms 1 to 2:
1 C 0.054
2 C -0.193

***

<b>
Entry from the Open Molecules 2025 dataset: an isolated ion of composition C5H14N4 and charge +2 (the ωB97M-V functional and the def2-TZVPD basis).

The total charge is +2. The calculation puts the HOMO-LUMO gap (spin up / spin down) at 7.6 / 7.0 eV. Its spin multiplicity is 1. Its LUMO energy (spin up / spin down) is -11.12 / -11.29 eV.

Geometry (Å):
1 C 1.460 1.028 -0.046
2 C 2.129 2.367 0.282
3 C -3.187 -0.478 -0.118
4 C 1.202 -1.873 0.385
5 C -2.082 0.456 0.377
6 N 0.266 0.939 0.387
7 N 2.181 0.059 -0.643
8 N 1.994 -1.232 -0.616
9 N -0.780 0.262 -0.108
10 H 2.055 2.594 1.397
11 H 1.598 3.138 -0.270
12 H 3.104 2.412 -0.134
13 H -3.521 -0.528 -1.171
14 H -2.680 -1.441 0.297
15 H -4.045 -0.258 0.427
16 H 0.204 -1.929 -0.007
17 H 1.652 -2.798 0.594
18 H 1.071 -1.245 1.433
19 H -2.244 0.565 1.506
20 H -2.526 1.428 -0.003
21 H 3.096 0.280 -0.875
22 H 2.651 -1.929 -0.959
23 H -0.586 -0.145 -1.133

These are the Löwdin partial charges, in e, on atoms 1 to 2:
1 C -0.275
2 C 0.062

***

Most favorable structure: <a>. The second most favorable one is 4.877 eV above it.